{"formula": "C5H9N2", "method": "the ωB97M-V functional and the def2-TZVPD basis", "species": ["H", "N", "C", "C", "C", "N", "C", "C", "H", "H", "H", "H", "H", "H", "H", "H"], "coordinates": [[0.537, 1.002, -2.661], [0.213, 0.279, -2.032], [-0.005, 0.603, -0.863], [0.280, 1.744, -0.007], [1.469, 1.527, 0.986], [-0.517, -0.656, -0.305], [-1.086, -1.670, -0.364], [-1.785, -2.826, -0.155], [0.801, 2.538, -0.488], [-0.549, 2.016, 0.619], [1.432, 2.133, 1.775], [2.465, 1.571, 0.550], [1.345, 0.481, 1.250], [-2.837, -2.731, -0.268], [-1.323, -3.266, 0.704], [-1.652, -3.478, -0.909]], "forces_ev_per_a": [[0.255, 0.397, 0.080], [0.292, 0.668, -2.214], [0.705, -1.088, -0.405], [1.624, 0.571, 1.709], [-0.135, -4.393, -3.044], [-1.935, -2.204, 1.028], [2.246, 5.018, 0.485], [-0.621, -0.486, 1.266], [-1.170, 0.989, -1.582], [-0.617, 0.429, -0.182], [-0.421, 2.366, 3.151], [-0.193, 0.261, -0.434], [0.426, -0.157, 1.044], [-1.171, 0.599, 1.048], [-0.526, -0.493, 1.021], [1.240, -2.479, -2.971]], "mulliken_charge": [0.275, -0.517, 0.463, -0.411, -1.159, 0.086, 0.739, -1.161, 0.253, 0.331, 0.387, 0.346, 0.305, 0.349, 0.304, 0.410], "smiles": "[H]/N=C(\\CC)[N+]#CC", "lumo_energy_ev": -4.4, "charge": 1, "relative_energy_ev": 4.286, "homo_lumo_gap_ha": 0.398, "max_force_ev_per_a": 5.519, "spin_multiplicity": 1, "total_energy_ha": -305.07253}